1.
{
  "formula": "C6H10",
  "method": "the ωB97M-V functional and the def2-TZVPD basis",
  "multiplicity": 1,
  "fmax_ha_per_bohr": 0.006,
  "smiles": "CC1CC=CC1",
  "symbols": ["C", "C", "C", "C", "C", "C", "H", "H", "H", "H", "H", "H", "H", "H", "H", "H"],
  "positions_angstrom": [[1.955, -0.211, 0.035], [0.475, -0.256, 0.374], [-0.426, -0.909, -0.687], [-1.802, -0.452, -0.247], [-1.688, 0.708, 0.401], [-0.228, 1.110, 0.440], [2.521, 0.341, 0.794], [2.113, 0.283, -0.931], [2.381, -1.220, -0.028], [0.328, -0.775, 1.334], [-0.192, -0.387, -1.632], [-0.289, -1.982, -0.852], [-2.727, -0.960, -0.504], [-2.502, 1.323, 0.773], [0.002, 1.607, -0.520], [0.079, 1.780, 1.249]],
  "nbo_charge": [-0.61, -0.19, -0.44, -0.19, -0.19, -0.44, 0.21, 0.20, 0.21, 0.20, 0.20, 0.21, 0.21, 0.21, 0.20, 0.21]
}

=====

2.
{
  "formula": "C6H10",
  "method": "the ωB97M-V functional and the def2-TZVPD basis",
  "multiplicity": 1,
  "fmax_ha_per_bohr": 0.052,
  "symbols": ["C", "C", "C", "C", "C", "C", "H", "H", "H", "H", "H", "H", "H", "H", "H", "H"],
  "positions_angstrom": [[-1.326, 0.552, 1.010], [-1.595, -0.126, -0.305], [-0.184, -0.133, -0.488], [0.805, -1.255, -0.315], [1.552, -0.090, 0.397], [0.924, 0.902, -0.633], [-1.981, 0.164, 1.811], [-1.470, 1.640, 0.953], [-2.128, 0.405, -1.073], [-1.900, -1.161, -0.158], [1.216, -1.602, -1.296], [0.506, -2.132, 0.257], [2.625, -0.199, 0.537], [0.806, 0.175, 1.247], [1.342, 0.991, -1.654], [0.727, 1.890, -0.227]],
  "nbo_charge": [-0.57, -0.49, 0.26, -0.47, -0.42, -0.46, 0.21, 0.19, 0.19, 0.21, 0.23, 0.21, 0.20, 0.27, 0.22, 0.22]
}

=====

3.
{
  "formula": "C6H10",
  "method": "the ωB97M-V functional and the def2-TZVPD basis",
  "multiplicity": 1,
  "fmax_ha_per_bohr": 0.026,
  "symbols": ["C", "C", "C", "C", "C", "C", "H", "H", "H", "H", "H", "H", "H", "H", "H", "H"],
  "positions_angstrom": [[0.962, -0.753, -0.685], [0.495, -0.581, 0.788], [0.873, 0.916, 0.605], [0.289, 0.647, -0.814], [-1.194, 0.371, -0.551], [-1.056, -0.570, 0.651], [0.559, -1.613, -1.229], [2.040, -0.671, -0.904], [0.637, -1.235, 1.646], [1.942, 1.176, 0.524], [0.389, 1.633, 1.275], [0.504, 1.310, -1.657], [-1.681, -0.119, -1.397], [-1.741, 1.279, -0.291], [-1.459, -1.578, 0.479], [-1.558, -0.212, 1.561]],
  "nbo_charge": [-0.40, -0.22, -0.40, -0.21, -0.41, -0.40, 0.20, 0.21, 0.21, 0.21, 0.20, 0.21, 0.20, 0.20, 0.20, 0.20]
}

=====

Ordered frontier orbital gap results: 10.3 8.5 11.8; unit eV.
Ordered ΔE to the lowest compared entry with this formula, charge and spin results: 27.8 455.3 85.4; unit kJ/mol.
Ordered highest occupied orbital energy results: -0.334 -0.279 -0.391; unit hartree.